C4H7NO2 | ωB97M-V/def2-TZVPD

2S+1 = 1
SMILES = C[C@@H](C=O)C(N)=O
electronic energy = -361.8600 Eh

Positions of all 14 atoms, in Å:
C 1.323 0.908 0.030
C -0.059 0.305 -0.210
C -0.384 0.122 -1.684
O -0.175 0.983 -2.502
C -0.225 -1.015 0.514
N -1.158 -0.920 1.495
O 0.403 -2.014 0.216
H 2.117 0.218 -0.271
H 1.409 1.831 -0.547
H 1.446 1.131 1.096
H -0.809 1.022 0.168
H -0.865 -0.839 -1.964
H -1.615 -0.027 1.586
H -1.409 -1.707 2.074

C25H59NO11 | ωB97M-V/def2-TZVPD

2S+1 = 1
SMILES = C=C[C@@]1(CCN(CC)C(C)=O)COC(=O)O1.CCO.CCO.CCO.CCO.CCO.CCO.CCO
electronic energy = -1870.2333 Eh

Positions of all 96 atoms, in Å:
C 1.307 -0.204 -0.009
C 1.061 -0.539 -1.273
C -0.002 0.073 -2.153
C -0.931 -1.018 -2.654
C -1.917 -0.541 -3.718
N -3.261 -0.150 -3.275
C -3.572 -0.235 -1.854
C -4.890 0.434 -1.509
C -4.319 -0.614 -4.109
C -4.413 -2.086 -4.441
O -5.144 0.163 -4.554
C -0.621 1.355 -1.658
O 0.510 2.250 -1.803
C 1.210 1.841 -2.878
O 2.094 2.460 -3.430
O 0.776 0.603 -3.259
H 2.237 -0.531 0.423
H 0.632 0.426 0.538
H 1.665 -1.273 -1.781
H -0.266 -1.726 -3.143
H -1.364 -1.560 -1.824
H -1.996 -1.315 -4.476
H -1.458 0.299 -4.234
H -3.666 -1.287 -1.545
H -2.800 0.189 -1.224
H -4.917 1.429 -1.938
H -5.729 -0.109 -1.933
H -5.047 0.454 -0.439
H -5.379 -2.279 -4.881
H -4.224 -2.734 -3.592
H -3.667 -2.313 -5.197
H -0.827 1.335 -0.597
H -1.409 1.765 -2.276
C 3.041 -3.844 1.101
C 1.572 -4.195 1.256
O 0.843 -3.115 1.849
H 3.477 -3.601 2.070
H 3.596 -4.674 0.663
H 3.163 -2.966 0.460
H 1.454 -5.057 1.907
H 1.134 -4.436 0.290
H 0.933 -2.353 1.269
C 5.673 2.417 -3.638
C 6.590 1.266 -4.004
O 6.434 0.166 -3.108
H 5.875 2.749 -2.618
H 5.807 3.262 -4.314
H 4.626 2.106 -3.681
H 7.634 1.569 -3.942
H 6.393 0.931 -5.027
H 5.520 -0.124 -3.161
C 0.604 -8.626 -1.399
C 0.481 -7.384 -0.536
O 1.721 -6.686 -0.430
H 1.360 -9.297 -0.992
H -0.345 -9.160 -1.456
H 0.913 -8.362 -2.414
H 0.191 -7.652 0.479
H -0.282 -6.711 -0.942
H 1.990 -6.431 -1.316
C 5.304 3.847 0.232
C 5.196 2.363 0.534
O 4.016 1.796 -0.030
H 4.431 4.376 0.615
H 6.200 4.275 0.684
H 5.344 4.019 -0.845
H 5.136 2.195 1.609
H 6.073 1.830 0.153
H 4.059 1.924 -0.983
C -6.149 3.785 2.565
C -6.007 2.273 2.559
O -5.498 1.796 1.320
H -6.809 4.107 1.760
H -6.555 4.138 3.514
H -5.179 4.263 2.406
H -6.977 1.799 2.701
H -5.345 1.949 3.370
H -4.632 2.197 1.197
C -0.347 1.797 2.811
C -1.765 1.619 3.310
O -2.601 0.968 2.346
H -0.334 2.377 1.884
H 0.260 2.307 3.552
H 0.108 0.827 2.600
H -2.225 2.586 3.512
H -1.765 1.040 4.237
H -2.223 0.104 2.162
C -0.487 4.087 7.111
C -0.290 2.582 7.136
O 0.330 2.110 5.940
H -1.095 4.375 6.253
H -0.977 4.434 8.021
H 0.473 4.600 7.020
H -1.249 2.072 7.209
H 0.318 2.290 7.999
H 1.187 2.538 5.867

C38H51N7O9S5SbSi3Zr | ωB97M-V/def2-TZVPD

2S+1 = 1
charge = -1
electronic energy = -5686.2777 Eh

Positions of all 115 atoms, in Å:
Zr -0.951 -0.172 -0.465
N -0.466 1.737 -1.806
C -0.582 1.526 -3.254
C -1.346 0.254 -3.548
O -2.001 0.160 -4.581
N -1.196 -0.699 -2.590
C -1.937 -1.927 -2.837
C -2.908 -2.133 -1.688
O -3.955 -2.736 -1.798
O -2.484 -1.582 -0.576
H -1.099 2.466 -1.498
H 0.476 2.041 -1.564
H 0.420 1.400 -3.664
H -1.069 2.362 -3.755
H -1.262 -2.790 -2.849
H -2.469 -1.895 -3.786
O -2.850 -1.288 3.199
S -1.964 -0.496 2.402
O -2.587 0.384 1.408
O -0.922 -1.244 1.666
C -1.076 0.542 3.566
C -1.560 0.542 4.866
C -0.945 1.300 5.852
C 0.168 2.060 5.544
C 0.661 2.068 4.247
C 0.047 1.319 3.253
S 0.786 1.429 1.627
O 1.310 0.127 1.267
O 1.715 2.521 1.698
O -0.366 1.712 0.716
H -2.421 -0.071 5.090
H -1.337 1.286 6.861
H 0.662 2.647 6.308
H 1.530 2.655 3.984
C -5.304 1.161 -2.057
C -4.007 0.694 -1.979
N -3.121 1.167 -1.100
C -3.496 2.176 -0.305
C -4.786 2.711 -0.302
C -5.702 2.156 -1.188
C -5.252 3.716 0.676
C -4.597 4.734 1.230
C -3.250 5.219 0.855
C -2.225 5.321 1.786
C -1.006 5.791 1.331
N -0.821 6.165 0.068
C -1.866 6.037 -0.738
N -3.070 5.580 -0.421
H -5.987 0.724 -2.770
H -3.673 -0.091 -2.640
H -2.761 2.508 0.412
H -6.726 2.512 -1.196
H -6.279 3.569 0.994
H -5.096 5.299 2.009
H -2.365 5.017 2.815
H -0.145 5.859 1.985
H -1.722 6.342 -1.770
S 6.273 2.507 0.770
C 4.906 2.066 -0.070
S 4.399 0.426 -0.303
C 2.971 0.951 -1.164
N 2.892 2.239 -1.262
N 3.980 2.849 -0.665
C 3.999 4.274 -0.710
C 2.832 4.954 -0.404
C 2.809 6.337 -0.481
C 3.949 7.035 -0.855
C 5.111 6.342 -1.162
C 5.142 4.957 -1.098
S 1.862 -0.173 -1.848
H 1.951 4.401 -0.114
H 1.888 6.855 -0.244
H 3.931 8.117 -0.911
H 6.002 6.879 -1.462
H 6.042 4.410 -1.335
C 0.960 -3.602 3.155
Si 2.062 -3.494 1.643
C 2.961 -5.132 1.401
C 3.398 -2.221 1.915
Sb 0.567 -2.975 -0.383
Si -1.094 -4.930 -0.062
C -2.427 -4.403 1.136
C -1.858 -5.429 -1.707
C -0.271 -6.478 0.630
Si 2.053 -3.854 -2.279
C 2.087 -5.738 -2.268
C 3.816 -3.258 -2.059
C 1.351 -3.292 -3.922
H 1.578 -3.648 4.056
H 0.323 -4.488 3.134
H 0.316 -2.724 3.220
H 3.646 -5.279 2.242
H 3.562 -5.118 0.490
H 2.290 -5.988 1.355
H 3.922 -2.470 2.844
H 3.003 -1.210 1.990
H 4.131 -2.240 1.107
H -3.024 -3.586 0.729
H -2.002 -4.060 2.082
H -3.089 -5.249 1.342
H -2.618 -4.719 -2.034
H -2.350 -6.399 -1.579
H -1.117 -5.538 -2.502
H 0.060 -6.335 1.660
H 0.583 -6.803 0.034
H -1.010 -7.286 0.628
H 2.564 -6.122 -1.364
H 2.659 -6.098 -3.128
H 1.085 -6.168 -2.328
H 4.180 -3.443 -1.046
H 3.881 -2.188 -2.252
H 4.479 -3.782 -2.755
H 0.411 -3.804 -4.140
H 2.054 -3.529 -4.726
H 1.170 -2.216 -3.931

C28H24ClN4O3V | ωB97M-V/def2-TZVPD

2S+1 = 2
charge = -1
electronic energy = -2930.4184 Eh

Positions of all 61 atoms, in Å:
V -0.095 0.257 0.389
O 1.808 3.016 2.712
C 1.052 2.247 2.117
N 1.332 1.269 1.236
C 2.620 0.926 0.798
C 3.823 1.382 1.329
C 5.028 0.887 0.841
C 5.041 -0.052 -0.175
C 3.848 -0.497 -0.738
C 2.633 -0.008 -0.273
N 1.356 -0.370 -0.732
C 1.119 -0.992 -1.905
O 1.915 -1.373 -2.763
C -0.363 -1.131 -2.107
C -0.883 -1.573 -3.306
C -2.258 -1.646 -3.471
C -3.057 -1.298 -2.389
C -2.466 -0.867 -1.218
N -1.136 -0.730 -1.068
C -0.435 2.337 2.313
C -1.004 3.405 2.981
C -2.383 3.470 3.103
C -3.133 2.430 2.574
C -2.485 1.402 1.915
N -1.160 1.354 1.741
H 3.796 2.108 2.126
H 5.959 1.238 1.272
H 5.981 -0.444 -0.544
H 3.849 -1.216 -1.543
H -0.187 -1.858 -4.084
H -2.691 -1.980 -4.405
H -4.136 -1.368 -2.445
H -3.072 -0.619 -0.358
H -0.342 4.154 3.391
H -2.862 4.301 3.604
H -4.212 2.419 2.660
H -3.045 0.573 1.504
Cl 1.970 -1.959 2.665
C 1.133 -2.915 1.474
C 1.815 -3.964 0.889
C 1.175 -4.780 -0.034
C -0.158 -4.538 -0.333
C -0.825 -3.477 0.255
C -0.200 -2.590 1.150
C -0.876 -1.391 1.656
H 2.853 -4.133 1.146
H 1.710 -5.600 -0.495
H -0.678 -5.175 -1.038
H -1.864 -3.295 0.007
H -0.561 -1.139 2.669
H -1.962 -1.510 1.624
C -2.714 2.769 -1.727
O -2.152 1.856 -0.804
C -0.807 1.599 -0.759
C 0.068 2.370 -1.712
H -2.226 3.745 -1.682
H -3.759 2.879 -1.441
H -2.665 2.385 -2.751
H -0.445 2.738 -2.604
H 0.895 1.738 -2.039
H 0.519 3.230 -1.199

C6H9N | ωB97M-V/def2-TZVPD

2S+1 = 1
SMILES = C[C@H]1C=CN=CC1
electronic energy = -288.7312 Eh

Positions of all 16 atoms, in Å:
C 1.615 -0.293 0.004
C 0.182 -0.040 -0.454
C -0.718 -1.168 -0.082
C -2.018 -1.153 0.159
N -2.677 0.032 -0.084
C -1.904 1.022 -0.121
C -0.457 1.153 0.218
H 2.037 -1.145 -0.523
H 1.637 -0.495 1.072
H 2.234 0.578 -0.197
H 0.175 0.088 -1.548
H -0.214 -2.131 -0.021
H -2.604 -2.007 0.447
H -2.397 1.960 -0.388
H -0.333 1.079 1.303
H -0.065 2.112 -0.116

C16H24N2O8 | ωB97M-V/def2-TZVPD

2S+1 = 1
charge = -2
electronic energy = -1335.4185 Eh

Positions of all 50 atoms, in Å:
C -0.088 0.247 0.922
C 0.980 -0.761 0.470
C 0.922 -1.128 -1.014
N 1.689 -0.280 -1.924
N 1.338 1.091 -1.762
C 2.367 1.920 -1.142
C 1.806 3.284 -0.755
O 2.212 4.257 -1.725
C 0.888 1.627 -3.007
O 1.538 1.716 -4.023
O -0.403 2.102 -2.940
C -1.326 1.100 -3.375
C -2.763 1.412 -2.936
C -2.914 2.354 -1.732
C -3.346 1.672 -0.421
O -4.525 2.305 0.100
H -0.912 -0.252 1.420
H -0.488 0.794 0.067
H 0.339 0.999 1.581
H 1.976 -0.446 0.771
H 0.793 -1.675 1.031
H 1.279 -2.149 -1.132
H -0.121 -1.128 -1.329
H 2.679 -0.406 -1.768
H 3.237 2.055 -1.792
H 2.654 1.395 -0.235
H 2.178 3.572 0.227
H 0.721 3.205 -0.720
H 2.183 5.113 -1.306
H -1.026 0.104 -3.049
H -1.291 1.074 -4.465
H -3.305 1.819 -3.784
H -3.224 0.463 -2.670
H -2.029 2.956 -1.562
H -3.721 3.050 -1.955
H -2.560 1.795 0.316
H -3.561 0.619 -0.575
H -4.298 2.726 0.923
C 2.222 -4.229 3.513
C 1.814 -2.911 3.719
C 0.305 -2.723 4.047
O -0.135 -1.587 4.300
C -0.540 -3.868 4.012
C -0.135 -5.188 3.791
C 1.393 -5.390 3.569
O 1.861 -6.531 3.434
O -0.878 -6.192 3.760
O 2.538 -1.890 3.654
H 3.268 -4.430 3.291
H -1.595 -3.660 4.184

C19H38Cl8N2O4 | ωB97M-V/def2-TZVPD

2S+1 = 1
SMILES = CC(=O)NCCCCOC(=O)NCCCCO.ClCCCl.ClCCCl.ClCCCl.ClCCCl
electronic energy = -4838.7622 Eh

Positions of all 71 atoms, in Å:
C -2.233 1.411 0.040
C -3.091 0.671 1.050
O -4.172 1.112 1.387
N -2.617 -0.591 1.556
C -1.337 -0.421 2.302
C -1.023 -1.693 3.087
C -0.384 -2.785 2.224
C 1.027 -2.434 1.745
O 1.409 -3.154 0.569
C 0.887 -2.811 -0.627
O 1.083 -3.497 -1.607
N 0.053 -1.638 -0.620
C 0.025 -0.912 -1.902
C 1.228 0.041 -2.178
C 2.219 0.301 -1.027
C 3.603 -0.360 -1.153
O 3.585 -1.713 -1.564
H -1.172 1.178 0.126
H -2.392 2.482 0.170
H -2.577 1.118 -0.958
H -2.397 -1.151 0.735
H -1.433 0.429 2.982
H -0.544 -0.189 1.586
H -1.956 -2.082 3.502
H -0.357 -1.442 3.921
H -0.334 -3.728 2.778
H -1.015 -2.966 1.349
H 1.128 -1.363 1.589
H 1.753 -2.712 2.514
H -0.891 -1.992 -0.487
H -0.879 -0.302 -1.864
H -0.113 -1.592 -2.748
H 1.764 -0.294 -3.073
H 0.801 1.009 -2.454
H 1.784 0.048 -0.065
H 2.417 1.378 -0.988
H 4.041 -0.393 -0.151
H 4.256 0.246 -1.795
H 3.115 -1.806 -2.397
Cl 8.258 0.980 2.523
C 8.069 -0.738 2.081
C 6.859 -0.971 1.214
Cl 5.339 -0.705 2.102
H 8.011 -1.311 3.003
H 8.967 -1.029 1.539
H 6.848 -2.003 0.866
H 6.855 -0.309 0.351
Cl -1.729 0.821 -4.265
C -2.895 -0.284 -5.036
C -4.062 -0.570 -4.124
Cl -3.576 -1.527 -2.697
H -2.363 -1.195 -5.299
H -3.247 0.197 -5.946
H -4.812 -1.151 -4.658
H -4.518 0.348 -3.762
Cl 1.529 1.357 2.821
C 2.242 2.797 3.598
C 2.490 3.907 2.608
Cl 3.782 3.516 1.446
H 3.159 2.485 4.091
H 1.531 3.137 4.350
H 2.801 4.803 3.142
H 1.592 4.131 2.038
Cl -6.359 0.892 -2.853
C -6.608 1.369 -1.148
C -7.577 2.513 -1.016
Cl -6.915 4.034 -1.670
H -5.639 1.620 -0.727
H -6.997 0.496 -0.627
H -7.790 2.683 0.038
H -8.509 2.307 -1.537

C6H7ClF2N2O2 | ωB97M-V/def2-TZVPD

2S+1 = 1
SMILES = C/N=C(\O)N(C)C(=O)/C(F)=C(\F)Cl
electronic energy = -1152.6626 Eh

Positions of all 20 atoms, in Å:
C -0.725 -1.443 -2.154
N -0.057 -0.581 -1.219
C 0.159 -1.090 -0.073
O 0.111 -2.328 0.398
N 0.702 -0.143 0.845
C 1.410 -0.668 2.081
C 0.518 1.180 0.812
O 1.136 1.912 1.563
C -0.621 1.804 0.051
F -1.719 1.081 -0.372
C -0.653 3.095 -0.247
F 0.121 3.992 0.142
Cl -2.041 3.774 -1.181
H -1.490 -2.115 -1.835
H -1.252 -0.861 -2.883
H 0.062 -2.220 -2.571
H -0.122 -2.939 -0.335
H 1.184 -0.015 2.907
H 0.740 -1.646 2.214
H 2.537 -0.790 1.855

C21H27BrN2O3 | ωB97M-V/def2-TZVPD

2S+1 = 1
SMILES = CCOc1cc(CNc2ccccc2)cc(Br)c1OCC(=O)NC(C)(C)C
electronic energy = -3725.6783 Eh

Positions of all 54 atoms, in Å:
C -0.628 -0.794 -3.018
C -0.277 -1.096 -1.565
O 0.635 -0.161 -1.021
C 0.237 1.104 -0.727
C -1.089 1.521 -0.678
C -1.441 2.796 -0.265
C -2.891 3.237 -0.182
N -3.868 2.256 -0.566
C -4.070 1.078 0.126
C -3.614 0.880 1.430
C -3.885 -0.303 2.092
C -4.606 -1.313 1.477
C -5.061 -1.125 0.182
C -4.796 0.051 -0.487
C -0.445 3.690 0.099
C 0.874 3.295 0.012
Br 2.261 4.502 0.480
C 1.252 2.023 -0.404
O 2.594 1.768 -0.421
C 3.122 0.870 -1.376
C 3.205 -0.590 -0.900
O 3.297 -1.502 -1.695
N 3.229 -0.697 0.435
C 3.343 -1.939 1.198
C 4.687 -2.599 0.877
C 2.192 -2.875 0.824
C 3.268 -1.570 2.678
H -1.104 0.180 -3.114
H -1.305 -1.556 -3.393
H 0.278 -0.800 -3.619
H 0.264 -2.043 -1.508
H -1.178 -1.168 -0.942
H -1.866 0.821 -0.935
H -3.100 3.560 0.844
H -3.030 4.112 -0.825
H -4.039 2.188 -1.558
H -3.039 1.644 1.928
H -3.521 -0.438 3.100
H -4.809 -2.235 1.999
H -5.623 -1.905 -0.313
H -5.152 0.191 -1.500
H -0.690 4.686 0.434
H 2.574 0.908 -2.321
H 4.147 1.214 -1.557
H 3.136 0.160 0.960
H 4.743 -2.809 -0.187
H 5.508 -1.938 1.147
H 4.790 -3.530 1.427
H 1.236 -2.396 1.024
H 2.253 -3.795 1.400
H 2.251 -3.116 -0.234
H 4.076 -0.891 2.946
H 3.356 -2.464 3.290
H 2.317 -1.091 2.905